(1)
{"formula": "C3H7N3OS", "method": "ωB97M-V/def2-TZVPD", "species": ["H", "N", "C", "N", "O", "C", "N", "S", "C", "H", "H", "H", "H", "H", "H"], "xyz": [[3.198, 0.498, 1.753], [2.269, 0.106, 1.252], [2.331, 0.214, -0.050], [3.333, 0.351, -0.935], [1.150, 0.096, -0.596], [0.101, -0.374, 0.248], [-1.039, -0.508, -0.242], [-2.466, -0.615, 0.789], [-3.865, -0.207, -0.269], [4.270, 0.708, -0.541], [2.908, 0.998, -1.705], [0.498, -0.563, 1.277], [-4.706, -0.360, 0.624], [-3.973, -1.150, -0.998], [-4.009, 0.807, -0.606]], "forces_ev_per_a": [[-2.422, -1.572, -1.689], [4.904, 2.149, 0.735], [-0.288, -0.741, 5.260], [1.200, 3.013, -1.867], [-2.879, -1.191, -2.160], [0.219, -0.185, 0.723], [-1.168, 1.060, -0.171], [1.489, 0.053, -0.203], [-1.781, -3.626, 1.570], [-2.322, -0.727, -0.830], [1.642, -1.616, 1.362], [-0.728, 0.333, -0.988], [1.871, 0.254, -2.370], [-0.160, 2.747, 1.159], [0.422, 0.048, -0.530]], "orbital_gap_ev": 9.117, "smiles": "[H]/N=C(\\N)O/C=N/SC", "de_lowest_kcal_mol": 75.2, "lumo_ev": 0.699, "charge": 0}



(2)
{"formula": "C3H7N3OS", "method": "ωB97M-V/def2-TZVPD", "species": ["C", "C", "N", "C", "N", "O", "N", "S", "H", "H", "H", "H", "H", "H", "H"], "xyz": [[-3.607, -0.195, -0.142], [-2.258, -0.398, 0.014], [-1.343, 0.662, 0.019], [0.024, 0.593, 0.163], [0.712, 1.666, -0.221], [2.103, 1.489, 0.035], [0.611, -0.557, 0.724], [1.571, -1.511, -0.284], [-4.271, -1.052, -0.059], [-4.088, 0.795, -0.345], [-1.793, -1.410, 0.003], [-1.782, 1.543, -0.274], [2.440, 2.309, -0.219], [-0.061, -1.180, 1.195], [2.779, -1.149, 0.107]], "forces_ev_per_a": [[1.412, -0.131, 0.187], [-1.149, 0.189, -0.666], [-1.223, -0.060, -0.140], [1.878, 2.262, -0.830], [-1.040, -2.395, 0.711], [-1.481, -2.084, 0.742], [-1.309, -0.002, 0.349], [-0.039, -0.709, -0.893], [0.174, 0.175, -0.265], [0.735, -0.917, 0.458], [-0.693, 0.837, 0.387], [0.945, -0.354, 0.368], [0.846, 2.068, -0.649], [0.499, 0.792, -0.131], [0.444, 0.330, 0.372]], "orbital_gap_ev": 8.797, "smiles": "C=CN/C(=N/O)NS", "de_lowest_kcal_mol": 84.3, "lumo_ev": 0.785, "charge": 0}



(3)
{"formula": "C3H7N3OS", "method": "ωB97M-V/def2-TZVPD", "species": ["H", "N", "C", "N", "S", "C", "C", "N", "O", "H", "H", "H", "H", "H", "H"], "xyz": [[-0.637, 1.498, -1.170], [-1.557, 1.565, -0.666], [-1.680, 0.341, -0.257], [-2.693, -0.275, 0.415], [-0.600, -0.860, -0.874], [0.658, -0.978, 0.389], [1.187, 0.489, 0.375], [2.392, 0.767, 0.056], [2.906, -0.248, -0.502], [-3.008, -1.190, 0.209], [-3.403, 0.329, 0.652], [1.564, -1.648, 0.172], [0.384, -1.378, 1.260], [0.758, 1.355, 0.857], [3.728, 0.235, -0.914]], "forces_ev_per_a": [[-1.154, 0.863, 0.504], [0.549, -1.567, 0.604], [-0.255, 0.557, -1.276], [0.778, 0.998, 0.590], [1.092, -2.676, -1.727], [3.137, 2.535, -3.303], [0.749, -0.179, 2.755], [-4.205, 3.323, 1.608], [7.073, -1.984, -4.170], [0.395, -0.769, -0.373], [-1.986, 1.484, 0.760], [-1.697, 0.921, -0.712], [-1.855, -0.771, 3.753], [-0.859, -0.382, 0.180], [-1.761, -2.353, 0.807]], "orbital_gap_ev": 9.383, "smiles": "[H]/N=C(/N)SC/C=N\\O", "de_lowest_kcal_mol": 102.6, "lumo_ev": 0.669, "charge": 0}



(4)
{"formula": "C3H7N3OS", "method": "ωB97M-V/def2-TZVPD", "species": ["C", "N", "N", "C", "N", "S", "O", "C", "H", "H", "H", "H", "H", "H", "H"], "xyz": [[1.334, 2.338, -0.151], [1.199, 1.142, 0.207], [-0.061, 0.629, -0.057], [-0.130, -0.650, 0.007], [0.856, -1.573, 0.374], [2.436, -1.476, -0.330], [-1.280, -1.280, -0.157], [-2.461, -0.485, -0.171], [2.232, 2.896, 0.176], [0.535, 2.950, -0.705], [0.531, -2.526, 0.503], [3.079, -1.035, 0.752], [-2.515, 0.105, -1.090], [-2.476, 0.186, 0.715], [-3.282, -1.221, -0.072]], "forces_ev_per_a": [[-0.435, 2.102, -0.395], [-0.101, -0.040, 0.680], [-0.221, -0.585, -0.820], [0.879, -0.118, 0.837], [0.630, 0.505, -0.719], [-0.624, -0.507, 0.170], [-0.445, -0.334, 0.010], [-0.598, -0.002, 0.742], [-0.355, -0.581, -0.444], [0.972, -1.100, 0.787], [-0.101, 0.376, -0.186], [0.075, 0.159, 0.116], [-0.103, -0.117, 0.185], [0.040, -0.317, -0.656], [0.387, 0.558, -0.308]], "orbital_gap_ev": 9.428, "smiles": "C=N/N=C(\\NS)OC", "de_lowest_kcal_mol": 68.1, "lumo_ev": 0.811, "charge": 0}